(1)
{"formula": "C18H12CeCl3N5O12S2", "method": "ωB97M-V/def2-TZVPD", "elements": ["Ce", "S", "C", "S", "C", "C", "N", "C", "N", "O", "C", "O", "C", "C", "C", "C", "C", "C", "O", "N", "O", "O", "N", "O", "O", "H", "H", "C", "N", "C", "C", "O", "H", "H", "H", "H", "H", "H", "H", "C", "O", "C", "O", "H", "H", "H", "Cl", "C", "Cl", "Cl", "C", "O", "O"], "positions_angstrom": [[-0.807, 0.836, 0.031], [-2.047, 2.358, 2.210], [-3.577, 1.685, 1.798], [-3.596, 0.364, 0.692], [-4.764, 2.177, 2.349], [-4.773, 3.252, 3.277], [-4.835, 4.128, 4.028], [-6.029, 1.613, 2.037], [-7.082, 1.193, 1.813], [2.482, -0.103, 2.392], [2.130, 0.464, 1.366], [1.088, 1.216, 1.239], [2.964, 0.330, 0.112], [4.330, 0.392, 0.210], [5.112, 0.301, -0.943], [4.540, 0.104, -2.184], [3.167, -0.017, -2.273], [2.305, 0.117, -1.142], [1.035, 0.028, -1.211], [2.636, -0.310, -3.609], [1.583, -0.899, -3.704], [3.322, 0.014, -4.571], [6.561, 0.389, -0.844], [7.056, 0.559, 0.256], [7.223, 0.273, -1.862], [4.792, 0.513, 1.179], [5.146, 0.024, -3.072], [0.317, -4.054, 2.870], [0.190, -2.865, 2.064], [1.025, -2.801, 0.883], [-0.599, -1.855, 2.463], [-0.751, -0.775, 1.913], [1.326, -4.132, 3.287], [0.121, -4.943, 2.265], [-0.401, -4.025, 3.687], [2.076, -2.881, 1.172], [0.870, -1.866, 0.365], [0.759, -3.610, 0.199], [-1.137, -2.067, 3.399], [-3.221, 3.807, -1.054], [-2.194, 2.817, -0.947], [-0.852, 3.135, -0.989], [-0.443, 4.201, -1.385], [-3.760, 3.845, -0.107], [-3.901, 3.516, -1.854], [-2.767, 4.772, -1.273], [-2.702, -3.620, -2.083], [-2.667, -1.964, -2.707], [-1.860, -1.960, -4.286], [-4.319, -1.366, -2.865], [-1.882, -1.013, -1.761], [-1.792, 0.175, -2.118], [-1.401, -1.472, -0.710]], "mulliken_charge": [0.654, -0.518, 0.772, -0.489, 0.370, 0.052, -0.655, 0.005, -0.648, -0.693, 0.149, -0.719, 1.301, -0.333, -0.510, -0.474, -0.639, 0.211, -0.216, 0.990, -0.541, -0.664, 1.028, -0.660, -0.666, 0.575, 0.602, -0.959, 0.363, -0.292, -0.070, -0.099, 0.312, 0.302, 0.315, 0.371, -0.483, 0.405, 0.337, -0.760, 0.179, 0.240, -0.600, 0.179, 0.237, 0.351, -0.179, 0.657, -0.155, -0.142, 0.085, -0.460, -0.417], "gap_ha": [0.2341, 0.2343], "multiplicity": 1, "e_above_lowest_kj_mol": 0.0, "e_homo_ev": [-2.79, -2.79], "energy_ha": -4521.971813, "charge": -2}

***

(2)
{"formula": "C18H12F3I3IrNO3S", "method": "ωB97M-V/def2-TZVPD", "elements": ["Ir", "O", "N", "C", "C", "C", "C", "C", "S", "H", "H", "H", "H", "I", "C", "I", "H", "H", "I", "C", "C", "C", "C", "C", "C", "C", "C", "C", "C", "H", "H", "H", "H", "H", "H", "F", "C", "F", "F", "C", "O", "O"], "positions_angstrom": [[0.587, 0.141, 0.229], [0.308, -0.965, 2.107], [-0.370, -2.104, 2.172], [-0.302, -2.832, 3.306], [-1.015, -3.996, 3.408], [-1.803, -4.409, 2.332], [-1.838, -3.651, 1.183], [-1.093, -2.476, 1.114], [-1.052, -1.461, -0.299], [0.333, -2.417, 4.074], [-0.951, -4.573, 4.319], [-2.379, -5.322, 2.395], [-2.425, -3.943, 0.324], [2.347, -1.934, -0.597], [3.968, -0.575, -0.860], [3.254, 1.355, -1.276], [4.584, -0.920, -1.680], [4.492, -0.545, 0.086], [-1.538, 1.480, 1.095], [-2.011, 2.126, -0.804], [-3.007, 3.034, -0.993], [-3.287, 3.462, -2.307], [-2.562, 2.961, -3.347], [-1.533, 2.010, -3.142], [-0.805, 1.486, -4.236], [0.123, 0.514, -4.035], [0.399, 0.049, -2.731], [-0.202, 0.588, -1.621], [-1.232, 1.565, -1.828], [-3.575, 3.426, -0.160], [-4.074, 4.184, -2.476], [-2.767, 3.282, -4.361], [-1.019, 1.856, -5.231], [0.668, 0.090, -4.868], [1.109, -0.754, -2.634], [2.329, 2.600, 4.080], [2.929, 1.522, 3.583], [2.845, 0.539, 4.491], [4.220, 1.806, 3.389], [2.289, 1.048, 2.265], [2.805, 0.101, 1.675], [1.251, 1.651, 1.857]], "mulliken_spin": [0.713, 0.114, -0.003, 0.002, 0.003, -0.002, 0.002, -0.005, -0.021, 0.000, 0.000, 0.000, 0.000, 0.009, -0.004, 0.061, 0.001, 0.000, -0.015, 0.001, 0.015, -0.011, 0.015, -0.009, 0.056, -0.022, 0.003, 0.030, 0.017, 0.001, 0.000, 0.001, 0.002, 0.000, 0.001, 0.000, 0.007, 0.001, 0.000, -0.015, 0.012, 0.041], "gap_ha": [0.2305, 0.2252], "multiplicity": 2, "e_above_lowest_kj_mol": 233.2, "e_homo_ev": [-11.19, -11.22], "energy_ha": -2668.478024, "charge": 1}

***

(3)
{"formula": "C18H12F3N3SV", "method": "ωB97M-V/def2-TZVPD", "elements": ["V", "C", "C", "C", "C", "C", "C", "N", "N", "C", "C", "C", "C", "C", "C", "H", "H", "H", "H", "H", "H", "H", "H", "H", "F", "C", "F", "F", "C", "C", "C", "C", "N", "C", "S", "H", "H", "H"], "positions_angstrom": [[-0.062, 0.120, -0.063], [4.110, -2.893, -0.374], [2.789, -2.899, -0.792], [2.055, -1.722, -0.785], [2.666, -0.555, -0.339], [3.988, -0.531, 0.076], [4.711, -1.710, 0.050], [1.836, 0.606, -0.251], [2.310, 1.756, -0.209], [1.265, 2.681, 0.045], [1.575, 4.028, 0.094], [0.548, 4.916, 0.394], [-0.726, 4.432, 0.644], [-1.014, 3.063, 0.582], [-0.019, 2.151, 0.277], [4.676, -3.814, -0.382], [2.328, -3.815, -1.137], [1.041, -1.750, -1.188], [4.424, 0.394, 0.427], [5.744, -1.713, 0.368], [2.585, 4.366, -0.092], [0.744, 5.978, 0.442], [-1.516, 5.127, 0.898], [-2.023, 2.732, 0.796], [-1.980, -3.963, 0.798], [-3.067, -3.246, 1.105], [-4.137, -3.980, 0.784], [-3.077, -3.060, 2.426], [-3.070, -1.928, 0.359], [-4.091, -1.625, -0.515], [-4.085, -0.427, -1.233], [-3.019, 0.416, -1.079], [-2.030, 0.140, -0.207], [-2.048, -0.986, 0.554], [-0.727, -1.125, 1.711], [-4.902, -2.328, -0.644], [-4.887, -0.176, -1.912], [-2.913, 1.342, -1.629]], "mulliken_spin": [2.175, -0.004, 0.016, 0.034, -0.017, -0.008, 0.002, -0.062, 0.065, -0.057, -0.003, 0.021, -0.003, 0.048, -0.150, 0.000, 0.000, -0.016, 0.000, 0.000, -0.001, 0.001, -0.001, 0.004, 0.000, -0.005, 0.000, 0.000, 0.003, 0.017, -0.010, 0.035, -0.050, -0.013, -0.024, 0.000, 0.000, 0.001], "gap_ha": [0.2592, 0.2687], "multiplicity": 3, "e_above_lowest_kj_mol": 0.8, "e_homo_ev": [-11.83, -12.16], "energy_ha": -2498.925987, "charge": 1}